# 1
Entry from OMol25: one molecule with the formula C4H10BN in a non-equilibrium geometry (wB97M-V/def2-TZVPD).

Each line ends with the natural charge from an NBO analysis.
Atoms and positions in Å:
C  -1.49830  0.04487  -1.02334  -0.3911
N  -0.20402  -0.24776  -0.46103  -0.6235
C  0.72888  -1.08873  -1.56613  -0.3864
B  0.16585  0.14323  0.75750  0.7343
C  -0.07485  1.08298  1.94737  -0.7060
C  1.27230  0.34401  1.72777  -0.7227
H  -2.03956  -0.84219  -1.40674  0.1805
H  -2.13933  0.59405  -0.44694  0.2154
H  -1.28790  0.66363  -1.91620  0.1724
H  0.67256  -0.25901  -2.33089  0.2061
H  1.66297  -1.39482  -1.07038  0.2272
H  0.07395  -1.84779  -1.81819  0.1906
H  -0.11168  2.05911  1.59161  0.2188
H  -0.66457  0.94160  2.88340  0.2274
H  1.50506  -0.49296  2.42418  0.2314
H  2.05373  1.05740  1.55786  0.2255

* SMILES: CN(C)B1CC1
* HOMO level: -8.706 eV
* molar mass: 82.94 g/mol
* HOMO-LUMO gap: 9.45 eV

---

# 2
Entry from OMol25: one molecule with the formula C4H10BN in a non-equilibrium geometry (wB97M-V/def2-TZVPD).

Each line ends with the natural charge from an NBO analysis.
Atoms and positions in Å:
C  -1.38582  0.77577  1.41291  -0.3943
N  -0.71220  0.07394  0.37158  -0.6150
B  -0.87791  -1.05165  -0.43748  0.5981
C  0.55616  -1.37298  -1.12770  -0.7014
C  1.43549  -0.23359  -0.61075  -0.4208
C  0.61752  0.93497  0.03705  -0.2124
H  -2.08209  1.51154  1.03870  0.1905
H  -2.03708  -0.00543  1.91473  0.2001
H  -0.53692  1.13186  1.95016  0.1882
H  -1.74561  -1.68283  -0.29458  -0.0837
H  0.83050  -2.38205  -0.83200  0.2296
H  0.42859  -1.45333  -2.22852  0.2187
H  2.10621  -0.66953  0.11462  0.2118
H  1.91169  0.11485  -1.57967  0.2071
H  0.89770  1.34403  1.01633  0.1882
H  0.49971  1.69813  -0.77185  0.1951

* SMILES: CN1BCCC1
* HOMO level: -9.311 eV
* molar mass: 82.94 g/mol
* HOMO-LUMO gap: 10.15 eV